# 1
The following is a quantum chemistry calculation of the molecule C5H10O2 at a distorted geometry, from the OMol25 dataset.

Computed properties:
Energy above the lowest of the compared OMol25 structures with the same formula, charge and spin ... 106.7 kcal per mole
E_tot ... -9438.4179 eV
HOMO energy ... -8.879 eV

ORCA input file:
```
! RIJCOSX wB97M-V def2-TZVPD def2/J DEFGRID3
* xyz 0 1
C -1.533 -1.348 0.513
C -0.575 -0.169 0.328
C 0.731 -0.295 -0.546
C 1.951 0.348 0.060
O 1.689 1.632 0.593
C -1.041 0.991 -0.512
O -1.155 1.030 0.869
H -1.050 -2.318 0.351
H -2.017 -1.393 1.501
H -2.349 -1.241 -0.213
H 0.610 0.063 -1.599
H 0.793 -1.370 -0.664
H 2.727 0.495 -0.696
H 2.306 -0.340 0.831
H 1.011 1.521 1.276
H -1.773 0.650 -1.230
H -0.325 1.743 -0.863
*
```

---

# 2
The following is a quantum chemistry calculation of the molecule C3H8O2 at a distorted geometry, from the OMol25 dataset.

Computed properties:
Energy above the lowest of the compared OMol25 structures with the same formula, charge and spin ... 37.3 kcal per mole
E_tot ... -7334.4340 eV
HOMO energy ... -9.914 eV

ORCA input file:
```
! RIJCOSX wB97M-V def2-TZVPD def2/J DEFGRID3
* xyz 0 1
C -2.015 -0.514 -0.080
C -0.130 0.787 0.043
C 2.048 -0.163 -0.082
H -1.711 -1.353 -0.713
H -1.812 -0.736 0.978
H -3.107 -0.364 -0.212
H -0.073 0.501 1.123
H 0.172 1.824 -0.111
H 2.661 -0.724 -0.810
H 2.040 -0.733 0.896
H 2.517 0.864 0.088
O -1.360 0.686 -0.470
O 0.771 -0.076 -0.651
*
```

---

# 3
The following is a quantum chemistry calculation of the ion C2H4N3O with charge +1 at a distorted geometry, from the OMol25 dataset.

Computed properties:
Energy above the lowest of the compared OMol25 structures with the same formula, charge and spin ... 148.9 kcal per mole
E_tot ... -8642.4574 eV
HOMO energy (spin up / spin down) ... -13.217 / -13.217 eV

ORCA input file:
```
! RIJCOSX wB97M-V def2-TZVPD def2/J DEFGRID3
* xyz 1 1
C -0.990 0.860 -0.796
C 0.508 -0.383 0.439
N 0.841 1.745 -0.279
N -0.738 -0.222 -0.105
N 1.241 0.703 0.344
O 1.223 2.858 -0.422
H -1.833 1.469 -1.165
H 1.077 -1.243 0.735
H -1.511 -0.844 -0.098
H 2.166 0.624 0.690
*
```

---

# 4
The following is a quantum chemistry calculation of a cluster of 3 separate species, C4H11NO2 in total at a distorted geometry, from the OMol25 dataset.

Computed properties:
Energy above the lowest of the compared OMol25 structures with the same formula, charge and spin ... 188.8 kcal per mole
E_tot ... -9904.0560 eV
HOMO energy ... -8.339 eV

ORCA input file:
```
! RIJCOSX wB97M-V def2-TZVPD def2/J DEFGRID3
* xyz 0 1
N -0.203 -1.519 -0.517
C -0.722 -0.533 -1.273
C -1.632 0.405 -0.575
C -0.497 1.128 -1.065
C 0.716 1.347 -0.208
H -0.771 -1.734 0.302
H 0.852 -1.515 -0.316
H -0.436 -0.702 -2.311
H -2.636 0.679 -0.940
H -0.457 1.489 -2.083
H 0.886 2.404 -0.134
H 0.524 1.028 0.798
H 0.155 -0.888 1.954
H -0.841 0.248 1.817
O -0.694 -0.554 2.331
H 2.434 -1.233 1.689
H 1.597 0.851 -0.606
O 1.724 -0.903 1.135
*
```

---

# 5
The following is a quantum chemistry calculation of a structure of composition C25H31BrIN2STi at a distorted geometry, from the OMol25 dataset.

Computed properties:
Energy above the lowest of the compared OMol25 structures with the same formula, charge and spin ... 23.3 kcal per mole
E_tot ... -141496.2551 eV
HOMO energy ... -11.086 eV

ORCA input file:
```
! RIJCOSX wB97M-V def2-TZVPD def2/J DEFGRID3
* xyz 1 1
Ti -16.956 -4.292 5.307
C -18.654 -6.197 1.408
C -19.000 -5.547 2.717
C -20.430 -5.144 2.814
C -18.040 -4.386 3.045
C -18.366 -3.227 3.785
C -17.451 -2.121 3.886
C -16.166 -2.257 3.280
C -15.344 -1.034 3.114
C -15.766 -3.514 2.819
C -16.684 -4.527 2.701
H -18.856 -7.304 1.303
H -17.611 -6.110 1.022
H -19.188 -5.779 0.540
H -18.758 -6.200 3.582
H -20.666 -4.277 2.155
H -20.659 -4.935 3.853
H -21.064 -6.006 2.598
H -19.401 -3.143 4.170
H -17.841 -1.167 4.212
H -15.572 -0.342 3.916
H -15.671 -0.545 2.161
H -14.317 -1.349 2.992
H -14.745 -3.714 2.579
H -16.342 -5.557 2.379
S -15.357 -3.178 6.591
C -14.630 -4.673 6.055
C -13.249 -4.922 6.380
C -12.660 -6.044 5.840
C -13.429 -6.960 5.062
C -14.774 -6.762 4.894
N -15.360 -5.618 5.322
H -12.690 -4.090 6.861
H -11.617 -6.265 6.057
H -12.897 -7.677 4.453
H -15.451 -7.428 4.368
Br -16.662 -9.825 3.642
C -15.188 -11.031 3.599
C -15.190 -12.236 4.321
C -14.040 -13.036 4.376
C -12.938 -12.634 3.701
C -12.873 -11.433 3.015
C -14.067 -10.727 2.812
I -14.289 -9.057 1.440
H -16.076 -12.434 4.969
H -14.072 -13.975 4.976
H -12.018 -13.252 3.780
H -11.987 -11.046 2.577
C -20.408 -4.466 7.131
C -19.086 -5.261 7.378
C -18.457 -4.806 8.655
C -19.426 -6.774 7.289
N -18.136 -4.948 6.404
H -21.085 -4.532 7.953
H -20.901 -4.848 6.252
H -20.156 -3.422 6.965
H -19.197 -4.648 9.496
H -18.093 -3.775 8.445
H -17.632 -5.453 9.095
H -20.190 -7.169 7.999
H -18.505 -7.375 7.410
H -19.742 -7.007 6.255
*
```

---

# 6
The following is a quantum chemistry calculation of a structure of composition C34H20ClN5NaO2S at a distorted geometry, from the OMol25 dataset.

Computed properties:
Energy above the lowest of the compared OMol25 structures with the same formula, charge and spin ... 17.4 kcal per mole
E_tot ... -74906.3401 eV
HOMO energy ... -3.384 eV

ORCA input file:
```
! RIJCOSX wB97M-V def2-TZVPD def2/J DEFGRID3
* xyz -1 1
Na 0.114 0.593 0.575
C 0.271 0.067 5.095
C -0.469 -1.039 5.489
C -0.951 -1.916 4.534
C -0.720 -1.685 3.166
C 0.049 -0.582 2.744
C 0.544 0.265 3.744
C -1.327 -2.597 2.160
C -2.333 -3.537 2.547
C -2.935 -4.331 1.622
C -2.538 -4.253 0.269
C -3.110 -5.026 -0.765
C -2.643 -4.923 -2.047
C -1.574 -4.052 -2.340
C -1.005 -3.290 -1.356
C -1.486 -3.348 -0.025
N -0.921 -2.543 0.903
H 0.627 0.772 5.845
H -0.672 -1.217 6.540
H -1.498 -2.792 4.874
H 1.147 1.131 3.464
H -2.627 -3.611 3.583
H -3.711 -5.033 1.907
H -3.923 -5.703 -0.526
H -3.084 -5.515 -2.840
H -1.200 -3.986 -3.355
H -0.182 -2.617 -1.550
S 5.701 -0.191 -4.900
N 4.091 -0.033 -5.077
C 3.581 0.009 -3.862
C 2.186 0.187 -3.541
C 1.204 0.416 -4.507
C -0.092 0.644 -4.109
C -0.375 0.628 -2.740
N 0.535 0.386 -1.819
C 1.805 0.177 -2.186
C 2.795 -0.042 -1.127
N 2.356 -0.150 0.131
C 3.225 -0.304 1.106
C 4.609 -0.338 0.902
C 5.079 -0.257 -0.388
C 4.166 -0.126 -1.437
C 4.560 -0.106 -2.824
N 5.793 -0.226 -3.276
H 1.498 0.418 -5.549
H -0.875 0.839 -4.828
H -1.376 0.822 -2.368
H 2.799 -0.421 2.099
H 5.280 -0.441 1.743
H 6.136 -0.302 -0.617
Cl -3.702 8.134 0.180
C -2.897 6.588 0.259
C -3.638 5.451 0.539
C -2.988 4.227 0.595
C -1.617 4.137 0.393
C -0.897 5.293 0.121
C -1.531 6.524 0.043
C -0.910 2.784 0.476
O 0.333 2.805 0.621
O -1.635 1.766 0.385
H -4.704 5.524 0.706
H -3.538 3.317 0.797
H 0.173 5.206 -0.020
H -0.973 7.425 -0.178
*
```

---

Number 3 is which compound?
C2H4N3O

---

Which of these has the highest E_tot?
C3H8O2

---

The lowest energy above the lowest of the compared OMol25 structures with the same formula, charge and spin belongs to which entry?
C34H20ClN5NaO2S